{"formula": "C19H57N3O8", "method": "ωB97M-V/def2-TZVPD", "lumo_energy_ha": 0.011, "energy_ev": -41473.733, "smiles": "COC[C@H](C)N.COC[C@H](C)N.COC[C@H](C)N.CC(C)O.CO.CO.CO.CO", "largest_force_ev_per_a": 2.819, "e_above_lowest_kj_mol": 0.0, "homo_lumo_gap_ha": 0.339, "symbols": ["C", "O", "C", "C", "C", "N", "H", "H", "H", "H", "H", "H", "H", "H", "H", "H", "H", "C", "O", "C", "C", "C", "N", "H", "H", "H", "H", "H", "H", "H", "H", "H", "H", "H", "C", "O", "C", "C", "C", "N", "H", "H", "H", "H", "H", "H", "H", "H", "H", "H", "H", "C", "C", "C", "O", "H", "H", "H", "H", "H", "H", "H", "H", "C", "O", "H", "H", "H", "H", "C", "O", "H", "H", "H", "H", "C", "O", "H", "H", "H", "H", "C", "O", "H", "H", "H", "H"], "positions_angstrom": [[17.312, 13.978, 4.709], [16.445, 14.602, 5.656], [15.501, 15.464, 5.009], [14.638, 16.189, 6.012], [15.406, 17.147, 6.868], [13.992, 15.263, 6.930], [18.236, 13.735, 5.233], [17.619, 14.601, 3.869], [16.884, 13.029, 4.384], [16.052, 16.179, 4.398], [14.839, 14.927, 4.330], [13.956, 16.779, 5.401], [14.829, 17.770, 7.550], [15.914, 17.893, 6.257], [16.146, 16.580, 7.433], [14.632, 14.482, 6.955], [13.261, 14.776, 6.432], [12.385, 7.922, 6.162], [11.065, 8.424, 5.751], [11.098, 9.780, 5.393], [9.686, 10.220, 5.026], [9.781, 11.685, 4.489], [8.736, 10.046, 6.090], [12.836, 8.538, 6.940], [13.002, 7.860, 5.265], [12.157, 6.942, 6.581], [11.409, 10.374, 6.253], [11.744, 9.987, 4.540], [9.472, 9.582, 4.168], [8.809, 12.032, 4.136], [10.606, 11.735, 3.779], [9.980, 12.379, 5.306], [8.926, 9.088, 6.348], [9.122, 10.554, 6.873], [9.464, 19.979, 6.345], [8.353, 19.063, 6.509], [8.697, 17.989, 7.409], [7.550, 16.978, 7.584], [7.088, 16.434, 6.185], [6.458, 17.789, 8.120], [9.176, 20.827, 5.723], [10.308, 19.431, 5.928], [9.769, 20.388, 7.309], [9.534, 17.445, 6.973], [8.962, 18.435, 8.368], [7.790, 16.228, 8.338], [6.966, 17.158, 5.378], [6.079, 16.051, 6.334], [7.764, 15.662, 5.817], [6.231, 18.445, 7.386], [6.743, 18.319, 8.931], [9.093, 12.933, 10.287], [8.501, 12.210, 9.044], [7.725, 13.172, 8.105], [9.681, 11.741, 8.394], [8.236, 13.280, 10.863], [9.721, 13.805, 10.103], [9.560, 12.191, 10.935], [7.898, 11.323, 9.239], [8.283, 14.100, 7.973], [6.779, 13.451, 8.568], [7.509, 12.722, 7.136], [10.249, 11.254, 8.996], [14.165, 11.690, 5.832], [14.425, 10.299, 5.676], [13.464, 11.897, 5.023], [13.627, 11.811, 6.772], [14.990, 12.400, 5.779], [14.963, 10.028, 6.423], [10.750, 14.872, 6.783], [11.516, 13.677, 6.698], [11.229, 15.731, 6.314], [9.788, 14.684, 6.306], [10.640, 15.143, 7.833], [11.075, 13.162, 7.378], [12.586, 10.713, 9.416], [11.346, 10.607, 10.140], [12.465, 10.325, 8.405], [12.757, 11.786, 9.333], [13.479, 10.304, 9.888], [11.185, 9.688, 10.365], [12.992, 15.375, 10.300], [13.480, 16.494, 9.570], [12.752, 15.613, 11.336], [12.064, 15.024, 9.850], [13.784, 14.626, 10.317], [13.777, 16.119, 8.738]]}

***

{"formula": "C58H62F12O22", "method": "ωB97M-V/def2-TZVPD", "lumo_energy_ha": 0.003, "energy_ev": -138805.610, "smiles": "CCOC(=O)C(F)(F)F.CCOC(=O)C(F)(F)F.CCOC(=O)C(F)(F)F.CCOC(=O)C(F)(F)F.Oc1ccc(O)cc1.Oc1ccc(O)cc1.Oc1ccc(O)cc1.Oc1ccc(O)cc1.Oc1ccc(O)cc1.Oc1ccc(O)cc1.Oc1ccc(O)cc1", "largest_force_ev_per_a": 5.259, "homo_lumo_gap_ha": 0.288, "symbols": ["C", "C", "O", "C", "O", "C", "F", "F", "F", "H", "H", "H", "H", "H", "C", "C", "O", "C", "O", "C", "F", "F", "F", "H", "H", "H", "H", "H", "C", "C", "O", "C", "O", "C", "F", "F", "F", "H", "H", "H", "H", "H", "C", "C", "O", "C", "O", "C", "F", "F", "F", "H", "H", "H", "H", "H", "O", "C", "C", "C", "C", "O", "C", "C", "H", "H", "H", "H", "H", "H", "O", "C", "C", "C", "C", "O", "C", "C", "H", "H", "H", "H", "H", "H", "O", "C", "C", "C", "C", "O", "C", "C", "H", "H", "H", "H", "H", "H", "O", "C", "C", "C", "C", "O", "C", "C", "H", "H", "H", "H", "H", "H", "O", "C", "C", "C", "C", "O", "C", "C", "H", "H", "H", "H", "H", "H", "O", "C", "C", "C", "C", "O", "C", "C", "H", "H", "H", "H", "H", "H", "O", "C", "C", "C", "C", "O", "C", "C", "H", "H", "H", "H", "H", "H"], "positions_angstrom": [[-3.444, 6.950, -0.735], [-2.059, 6.233, -0.600], [-1.326, 6.481, -1.841], [-0.085, 6.110, -1.789], [0.433, 5.464, -0.945], [0.684, 6.630, -3.072], [1.695, 5.807, -3.287], [-0.239, 6.524, -4.076], [1.115, 7.875, -3.026], [-3.334, 7.991, -0.646], [-4.094, 6.620, 0.065], [-3.988, 6.729, -1.692], [-2.113, 5.179, -0.465], [-1.457, 6.605, 0.225], [3.832, -1.084, -0.390], [3.288, -1.902, 0.768], [3.581, -1.205, 1.975], [3.161, -1.732, 3.153], [2.644, -2.806, 3.276], [3.544, -1.006, 4.431], [4.411, -1.814, 5.014], [4.134, 0.167, 4.199], [2.466, -0.878, 5.201], [3.535, -0.080, -0.358], [3.663, -1.472, -1.397], [4.918, -1.113, -0.364], [3.761, -2.881, 0.682], [2.197, -1.916, 0.601], [0.545, -3.610, -1.222], [0.833, -2.306, -2.062], [1.836, -2.559, -3.135], [1.454, -3.302, -4.184], [0.413, -3.657, -4.517], [2.726, -3.527, -5.050], [2.522, -3.410, -6.362], [3.751, -2.683, -4.768], [3.254, -4.752, -4.920], [0.212, -4.374, -1.899], [-0.182, -3.271, -0.491], [1.432, -4.101, -0.755], [1.362, -1.547, -1.509], [-0.093, -1.927, -2.534], [-4.683, -5.766, -2.561], [-3.646, -4.761, -2.153], [-4.210, -3.431, -2.294], [-3.408, -2.437, -1.953], [-2.261, -2.411, -1.564], [-4.219, -1.021, -1.860], [-5.498, -1.044, -2.277], [-4.110, -0.576, -0.619], [-3.636, -0.125, -2.668], [-5.408, -5.856, -1.758], [-4.205, -6.740, -2.576], [-5.223, -5.662, -3.506], [-2.728, -4.733, -2.700], [-3.308, -5.052, -1.093], [3.172, 1.399, -5.100], [3.640, 2.111, -4.069], [4.464, 3.224, -4.359], [4.858, 4.093, -3.327], [4.670, 3.614, -1.958], [5.190, 4.326, -0.920], [3.882, 2.490, -1.661], [3.366, 1.792, -2.724], [2.219, 1.304, -5.045], [4.644, 3.503, -5.398], [5.312, 5.033, -3.599], [5.886, 4.822, -1.333], [3.693, 2.267, -0.642], [2.658, 0.943, -2.552], [2.496, 3.446, 5.613], [2.679, 4.076, 4.379], [3.971, 4.227, 3.843], [4.140, 4.805, 2.595], [3.054, 5.242, 1.852], [3.223, 5.792, 0.606], [1.748, 5.095, 2.387], [1.551, 4.475, 3.598], [1.820, 2.750, 5.441], [4.861, 4.062, 4.421], [5.112, 4.839, 2.081], [3.826, 5.223, 0.060], [0.928, 5.341, 1.733], [0.536, 4.202, 3.928], [-3.954, 0.218, 8.013], [-2.880, 0.549, 7.205], [-2.524, -0.423, 6.251], [-1.460, -0.189, 5.425], [-0.759, 1.012, 5.554], [0.383, 1.284, 4.837], [-1.242, 2.025, 6.378], [-2.350, 1.836, 7.184], [-4.347, -0.653, 7.865], [-3.115, -1.271, 6.232], [-1.268, -0.875, 4.589], [0.662, 0.679, 4.094], [-0.818, 2.994, 6.318], [-2.785, 2.568, 7.797], [-6.406, -4.009, 3.333], [-5.081, -3.823, 3.054], [-4.059, -4.726, 3.382], [-2.771, -4.380, 3.035], [-2.518, -3.163, 2.388], [-1.223, -2.764, 1.986], [-3.550, -2.314, 2.015], [-4.816, -2.657, 2.361], [-6.638, -4.858, 3.799], [-4.220, -5.584, 4.052], [-1.950, -4.994, 3.308], [-0.610, -3.522, 2.009], [-3.496, -1.476, 1.356], [-5.649, -1.960, 2.308], [0.806, -4.509, 1.523], [0.552, -5.814, 1.799], [1.235, -6.455, 2.853], [0.867, -7.741, 3.233], [-0.091, -8.414, 2.440], [-0.480, -9.663, 2.939], [-0.799, -7.775, 1.416], [-0.428, -6.488, 1.042], [1.680, -4.338, 1.837], [2.003, -5.940, 3.440], [1.252, -8.188, 4.102], [-1.368, -9.896, 2.651], [-1.539, -8.326, 0.846], [-0.787, -6.025, 0.129], [0.359, 1.779, -4.862], [-0.550, 2.329, -5.750], [-1.759, 2.934, -5.286], [-2.649, 3.492, -6.195], [-2.316, 3.475, -7.546], [-3.274, 3.886, -8.405], [-1.105, 2.996, -7.987], [-0.196, 2.469, -7.075], [0.191, 2.036, -3.955], [-1.918, 2.891, -4.192], [-3.560, 3.973, -5.834], [-2.917, 3.808, -9.289], [-0.815, 3.065, -9.050], [0.774, 2.071, -7.396], [0.546, -0.339, 2.578], [0.393, 0.392, 1.412], [1.143, 1.567, 1.420], [1.064, 2.422, 0.318], [0.295, 2.028, -0.815], [0.178, 2.816, -1.929], [-0.464, 0.862, -0.820], [-0.434, 0.037, 0.351], [0.046, -1.170, 2.549], [1.710, 1.918, 2.242], [1.504, 3.372, 0.384], [0.566, 3.686, -1.777], [-1.209, 0.713, -1.604], [-1.111, -0.790, 0.369]]}

***

{"formula": "C19H44Br16GaN3O3P", "method": "ωB97M-V/def2-TZVPD", "lumo_energy_ha": 0.058, "energy_ev": -1213370.898, "charge": -1, "largest_force_ev_per_a": 7.698, "homo_lumo_gap_ha": 0.228, "symbols": ["C", "N", "C", "Ga", "C", "N", "O", "N", "O", "P", "O", "H", "H", "H", "H", "H", "H", "H", "H", "H", "H", "H", "H", "Br", "C", "C", "Br", "H", "H", "H", "H", "Br", "C", "C", "Br", "H", "H", "H", "H", "Br", "C", "C", "Br", "H", "H", "H", "H", "Br", "C", "C", "Br", "H", "H", "H", "H", "Br", "C", "C", "Br", "H", "H", "H", "H", "Br", "C", "C", "Br", "H", "H", "H", "H", "Br", "C", "C", "Br", "H", "H", "H", "H", "Br", "C", "C", "Br", "H", "H", "H", "H"], "positions_angstrom": [[4.968, 5.167, -1.827], [4.266, 4.103, -2.593], [3.171, 3.463, -1.799], [1.434, 4.555, -1.705], [1.589, 6.334, -0.662], [1.860, 7.517, -1.577], [0.682, 4.993, -3.414], [-0.502, 5.565, -3.096], [-1.233, 5.570, -4.043], [-0.152, 3.140, -0.602], [-1.148, 2.646, -1.727], [4.253, 5.685, -1.108], [5.343, 5.936, -2.580], [5.874, 4.752, -1.283], [4.987, 3.407, -2.830], [3.521, 3.113, -0.761], [2.913, 2.492, -2.353], [2.340, 6.288, 0.200], [0.582, 6.598, -0.164], [2.642, 7.227, -2.173], [2.130, 8.318, -0.984], [-0.790, 3.801, 0.487], [0.562, 1.977, -0.134], [-2.054, 1.421, -0.775], [-2.874, 0.438, 0.751], [-2.473, -1.018, 0.756], [-3.457, -2.030, -0.592], [-3.955, 0.584, 0.683], [-2.498, 0.941, 1.646], [-2.730, -1.493, 1.707], [-1.411, -1.172, 0.556], [1.469, -3.554, -0.541], [0.733, -2.276, -1.819], [1.745, -1.214, -2.170], [1.918, 0.106, -0.748], [-0.180, -1.876, -1.380], [0.478, -2.869, -2.698], [1.418, -0.648, -3.044], [2.741, -1.613, -2.353], [-6.643, -6.043, 2.779], [-7.388, -4.759, 1.516], [-6.385, -3.685, 1.179], [-6.231, -2.383, 2.619], [-8.304, -4.372, 1.958], [-7.636, -5.344, 0.629], [-6.713, -3.110, 0.312], [-5.385, -4.072, 0.993], [4.363, -3.074, -3.555], [5.665, -2.275, -4.763], [6.435, -1.172, -4.082], [5.365, 0.450, -3.937], [5.118, -1.938, -5.642], [6.331, -3.091, -5.046], [7.305, -0.887, -4.676], [6.757, -1.431, -3.075], [-0.880, 6.061, 1.423], [-0.941, 7.309, 2.919], [-0.921, 8.739, 2.440], [0.869, 9.277, 1.888], [-0.105, 7.063, 3.572], [-1.877, 7.090, 3.434], [-1.185, 9.419, 3.251], [-1.582, 8.918, 1.593], [-1.446, -5.203, -2.521], [-0.675, -6.355, -1.152], [-1.641, -7.435, -0.734], [-3.024, -6.736, 0.448], [-0.368, -5.709, -0.331], [0.211, -6.792, -1.614], [-1.131, -8.202, -0.149], [-2.151, -7.904, -1.574], [2.878, 2.703, 2.210], [1.615, 1.362, 2.844], [0.297, 1.988, 3.228], [0.415, 2.888, 4.954], [2.097, 0.834, 3.666], [1.482, 0.676, 2.006], [-0.468, 1.223, 3.359], [-0.053, 2.727, 2.508], [-5.006, -9.352, 4.020], [-3.163, -9.251, 4.643], [-2.228, -8.852, 3.529], [-1.882, -10.347, 2.327], [-2.922, -10.218, 5.082], [-3.169, -8.493, 5.427], [-1.251, -8.576, 3.927], [-2.610, -8.036, 2.918]]}